Entry 1:
Density functional theory data (ωB97M-V with the def2-TZVPD basis set) for one molecule with the formula CH4I2N2.

Last column: Löwdin charge in e.
Geometry (Å):
C -0.19947 0.05691 0.23304  -0.1992
N 0.97361 0.62559 -0.30711  -0.2184
N 2.24536 0.03444 0.40382  -1.1084
I 2.80002 -1.91170 0.05364  0.6306
I 3.81269 1.32580 -0.00807  0.6363
H -0.29267 0.45161 1.22794  0.0656
H -0.96113 0.41109 -0.46061  0.0946
H -0.32052 -0.98532 0.60043  0.0716
H 0.99632 0.34486 -1.22170  0.0273

Atoms 1-2, force components in eV/Å:
C -1.1 -0.1 2.1
N 3.5 -1.1 2.8

## Properties
energy above the lowest of the compared OMol25 structures with the same formula, charge and spin = 26.4 kcal/mol
spin multiplicity = 1
E_HOMO = -8.9 eV

***

Entry 2:
Density functional theory data (ωB97M-V with the def2-TZVPD basis set) for C29H37Br2F12N3O11P3 as an isolated structure.

Last column: Löwdin charge in e.
Geometry (Å):
C 0.96473 1.23041 2.08538  -0.0018
C -0.09959 0.42049 1.52034  -0.0800
C -0.56490 0.11561 -0.06348  -0.2683
C -0.16061 1.38786 -0.89670  -0.1258
C 1.19023 2.17986 -1.15818  -0.1070
C 1.72458 3.41171 -0.14427  -0.0234
C 3.04218 4.33413 -0.33994  -0.0613
C 3.99954 4.13228 -1.64152  -0.0558
C 3.53729 3.02037 -2.73705  -0.0665
C 2.19932 2.12567 -2.49408  -0.0239
O -2.00727 0.40300 0.25387  -0.1047
C -3.04334 -0.34819 -0.29051  -0.2786
C -3.71307 -1.24552 0.91158  -0.0619
C -3.55069 -0.74758 2.44669  -0.1614
C -3.40997 -1.96948 3.58056  -0.6102
F -2.36692 -2.95780 3.30286  -0.0851
Br -2.80856 -1.00962 5.27901  0.6737
C -4.89421 -2.59612 3.96426  -0.5934
F -4.77899 -3.89240 4.67055  -0.0484
F -5.79859 -2.74037 2.79624  -0.0454
Br -5.74834 -1.31373 5.30190  0.6907
N -4.01904 0.76286 -0.74188  0.1003
C -5.11335 1.12736 0.16221  -0.1671
O -5.12836 1.78817 1.33552  0.0914
F -6.52428 0.77466 -0.26293  0.0027
C -3.38033 2.04840 -1.15240  -0.1294
O -3.16319 3.13751 -0.35368  0.0717
F -2.97323 2.44475 -2.55797  -0.0016
C -2.68305 -1.19736 -1.70681  -0.0605
C -3.96205 -1.82348 -2.43129  -0.1101
F -5.08780 -2.30321 -1.53127  0.0053
F -3.87808 -3.06265 -3.25561  0.0013
C -4.79795 -0.95199 -3.55542  -0.1081
F -4.77410 0.48347 -3.53086  0.0639
F -4.42112 -1.31416 -4.98223  0.0177
C -6.42244 -1.35621 -3.63692  -0.1482
F -6.68249 -2.78418 -3.91561  0.0596
F -7.26905 -0.73011 -2.61305  0.0564
F -6.85104 -0.66631 -4.92084  0.0145
N -1.31642 -1.87963 -1.72410  -0.3385
P -1.34704 -3.70408 -1.62066  1.0353
N -1.48621 -4.55675 -3.16833  -0.1551
O -2.83368 -4.23976 -0.77992  -0.2793
P -0.66754 -1.64449 -3.36360  0.7273
O -1.63766 -1.91371 -4.58129  -0.2784
O 0.65104 -2.73033 -3.86642  -0.2384
O -0.12476 -0.06421 -3.81979  -0.1830
C -0.35663 -1.44928 -0.57333  -0.3867
C -0.34858 -2.55743 0.68528  -0.2896
C 0.73903 -3.76799 0.74877  -0.2459
P 1.51916 -1.80111 -0.98303  0.9806
C 2.65318 -1.08240 0.44811  -0.2311
O 2.23441 -0.90808 -2.23723  -0.3929
H 2.09784 0.92257 2.29046  0.0936
H 0.68562 2.31938 2.48997  0.1025
H -0.68078 -0.15711 2.39739  0.1321
H -0.78387 1.39371 -1.91650  0.1230
H -0.74079 2.28512 -0.32621  0.1517
H 1.07569 3.66920 0.82603  0.0852
H 3.32798 5.16923 0.46453  0.1092
H 4.96597 4.79789 -1.72324  0.0991
H 4.21019 2.89201 -3.71211  0.0986
H 1.93890 1.38138 -3.37218  0.0623
H -3.37668 -2.39153 0.91295  0.1220
H -4.89248 -1.43129 0.79243  0.1459
H -4.60807 -0.28526 2.77214  0.1159
H -2.79888 0.10948 2.67273  0.1002
H -2.43991 -0.24437 -2.41371  0.1700
H -2.15174 -5.36890 -3.05961  0.0806
H -0.55656 -5.00570 -3.37263  0.0708
H -2.76781 -5.25662 -0.73216  0.1113
H 1.01323 -2.32339 -4.73026  0.1191
H 0.43475 -0.16098 -4.64925  0.1144
H -0.01810 -2.08424 1.73448  0.1303
H -1.38084 -2.98786 0.97911  0.0783
H 0.24742 -4.55167 1.51643  0.1165
H 1.76173 -3.51467 1.31103  0.0913
H 0.93929 -4.41475 -0.18819  0.0438
H 2.17060 -1.33424 1.48557  0.0460
H 3.75175 -1.52667 0.32178  0.0891
H 2.78774 0.09412 0.29912  0.0570
H 3.06340 -1.41615 -2.52933  0.1070
C 8.81460 4.81583 4.22602  -0.0669
C 7.30788 4.79170 4.41656  -0.2178
O 6.64823 4.38593 3.21089  0.0196
C 6.66048 3.05388 2.95543  -0.5486
O 7.16846 2.19191 3.65811  0.1087
O 6.03743 2.84480 1.76915  -0.0180
C 6.06457 1.48697 1.33520  -0.0566
H 9.08344 5.42877 3.35974  0.0831
H 9.31125 5.21740 5.11397  0.0831
H 9.20703 3.81177 4.03793  0.0757
H 6.95595 5.80297 4.64572  0.1241
H 7.01602 4.15055 5.25650  0.1253
H 5.68605 0.81196 2.10959  0.0924
H 7.08350 1.21079 1.04635  0.1026
H 5.41939 1.39718 0.45716  0.0809

Atoms 1-2, force components in eV/Å:
C 0.1 0.0 0.0
C 1.3 -0.4 1.3

## Properties
spin multiplicity = 1
E_HOMO = -10.6 eV
total charge = +1

***

Entry 3:
Density functional theory data (ωB97M-V with the def2-TZVPD basis set) for C17H22CoN2 as an isolated structure.

Last column: Löwdin charge in e.
Geometry (Å):
C -1.32984 1.73416 -0.47787  -0.1861
C -0.82403 1.87891 0.83330  -0.2455
C -1.25167 0.79238 1.63028  -0.2288
C -2.09275 -0.03561 0.81450  -0.2374
C -2.13738 0.55135 -0.50355  -0.2796
Co -0.40256 -0.08479 -0.03751  0.2462
C 1.92090 1.61720 -0.20211  -0.0868
C 2.51852 1.71975 -1.44374  -0.2103
C 2.28195 1.34110 -2.78350  -0.1217
N -1.24530 -1.56451 -1.22618  -0.1284
H -1.15974 0.69386 2.70547  0.0939
H -0.33835 2.76318 1.23034  0.0747
H -2.63823 -0.89678 1.16496  0.0717
H -2.64126 0.13587 -1.36865  0.0709
H -1.19504 2.43079 -1.30491  0.0863
H 1.51386 2.59334 0.19726  0.0469
H -0.56276 -0.84789 -1.56345  -0.1075
H 2.27208 1.07025 0.73847  0.0415
H 2.72403 1.94729 -3.55962  -0.0296
H 1.70176 0.50385 -3.21419  0.0193
C -0.44153 -5.28647 1.44761  -0.1417
N -0.82528 -4.04033 0.83884  -0.2843
C -2.13949 -3.54932 1.15117  -0.1144
C 0.19629 -3.19551 0.35403  -0.2402
C 0.89082 -2.33975 1.36593  -0.2332
C 1.74431 -3.03502 2.24813  -0.0936
C 2.39301 -2.38264 3.28507  -0.1620
C 2.23217 -1.00109 3.40686  -0.1454
C 1.40420 -0.30383 2.49994  -0.1645
C 0.76959 -0.95656 1.43085  -0.1171
H -1.28659 -5.98465 1.40777  0.0596
H -0.15203 -5.13782 2.50272  0.0637
H 0.41955 -5.69110 0.90066  0.0703
H -2.15227 -2.97757 2.09833  0.0750
H -2.50578 -2.89594 0.34859  0.0548
H -2.82049 -4.40615 1.25995  0.0619
H 0.93625 -3.83295 -0.18073  0.1058
H -0.42275 -2.48499 -0.56299  0.0232
H 1.87687 -4.10649 2.09516  0.0786
H 3.01254 -2.95896 3.97233  0.0678
H 2.76278 -0.47590 4.20571  0.0686
H 1.30781 0.77600 2.65422  0.0778

Atoms 1-2, force components in eV/Å:
C -0.7 -0.2 -0.8
C -0.2 0.8 1.5

## Properties
spin multiplicity = 4
E_HOMO (spin up / spin down) = 1.6 / 1.1 eV
total charge = -2

***

Entry 4:
Density functional theory data (ωB97M-V with the def2-TZVPD basis set) for a 10-piece molecular cluster, H20O10 overall.

Last column: Löwdin charge in e.
Geometry (Å):
O 0.97472 0.43115 -0.15451  -0.0418
H 1.04388 1.14165 -0.80212  0.0244
H 0.55873 0.84866 0.60814  0.0182
O -1.64090 -0.88001 0.78918  -0.0479
H -0.85697 -0.52130 1.22020  0.0384
H -2.33283 -0.79817 1.45515  0.0756
O 3.18076 2.73066 -0.62440  -0.0548
H 2.61608 2.60527 -1.39538  0.0290
H 4.07039 2.56392 -0.95568  0.0369
O -0.29229 -2.84616 3.47399  -0.0554
H -0.07053 -1.97353 3.13000  0.0184
H -0.03663 -2.80418 4.40236  0.0354
O -0.13544 -3.04777 -1.66365  -0.0649
H -0.29150 -3.98854 -1.80361  0.0440
H 0.59338 -2.83982 -2.25911  0.0455
O 6.04474 -0.33224 0.10208  -0.0607
H 5.14910 -0.03737 -0.09760  0.0246
H 6.16446 -0.10592 1.03129  0.0347
O -1.64258 2.49258 1.01092  -0.0750
H -1.79217 1.74511 1.60076  0.0243
H -2.47706 2.58907 0.53835  0.0236
O -1.77977 -0.92640 -2.50942  -0.0758
H -2.27980 -0.26561 -3.00167  0.0350
H -1.35641 -0.42318 -1.80478  0.0248
O -1.97091 -2.24550 -0.80239  -0.1737
H -2.02148 -2.33712 0.15575  0.0210
H -2.30166 -3.08702 -1.13622  0.0545
O -2.56610 4.47956 0.31406  -0.0645
H -3.50410 4.65353 0.17665  0.0551
H -2.25276 4.18773 -0.54944  0.0512

Atoms 1-2, force components in eV/Å:
O -0.1 -0.1 0.0
H -0.1 -0.1 0.2

## Properties
energy above the lowest of the compared OMol25 structures with the same formula, charge and spin = 153.7 kcal/mol
spin multiplicity = 1
E_HOMO = -8.8 eV
SMILES = O.O.O.O.O.O.O.O.O.O

***

Entry 5:
Density functional theory data (ωB97M-V with the def2-TZVPD basis set) for C38H27N4O2PTi as an isolated structure.

Last column: Löwdin charge in e.
Geometry (Å):
Ti 0.25509 -0.71096 -0.00275  0.7888
C -5.09106 -5.17965 -1.10469  -0.0858
C -5.44221 -3.86906 -0.80305  -0.0811
C -4.47547 -2.87774 -0.80028  -0.1073
C -3.14831 -3.18490 -1.10206  -0.3712
C -2.80300 -4.50308 -1.38559  -0.0805
C -3.77307 -5.49647 -1.39331  -0.0783
P -1.81728 -1.94100 -1.13143  1.1015
C -2.26456 -0.90414 0.30756  -0.4113
C -2.13609 0.48757 0.29106  -0.1317
C -2.32334 1.22651 1.47098  -0.0892
C -2.62116 0.59092 2.65406  -0.0951
C -2.72762 -0.80338 2.68529  -0.0762
C -2.53866 -1.53897 1.53896  -0.0921
C -2.11868 -0.92764 -2.60708  -0.3069
C -3.24548 -1.02648 -3.38220  -0.0731
C -3.33600 -0.32205 -4.60075  -0.0798
C -2.28074 0.42912 -5.03067  -0.0388
C -1.09493 0.53103 -4.26374  -0.1766
C 0.01975 1.26951 -4.73213  -0.0537
C 1.15023 1.33418 -3.97132  -0.0948
C 1.19132 0.70920 -2.70266  -0.1495
C 0.15097 -0.02258 -2.16727  -0.1670
C -1.00478 -0.12804 -3.01272  -0.2235
H -5.84645 -5.95495 -1.10351  0.1014
H -6.46973 -3.62243 -0.56782  0.1025
H -4.74898 -1.85738 -0.55595  0.1137
H -1.76679 -4.75082 -1.58169  0.1085
H -3.49468 -6.51889 -1.61238  0.1038
H -1.98191 0.99701 -0.65492  0.1030
H -2.25232 2.30745 1.44282  0.1031
H -2.77162 1.16691 3.55829  0.1061
H -2.94596 -1.31068 3.61656  0.1111
H -2.59727 -2.62124 1.57543  0.1215
H -4.06483 -1.66578 -3.08111  0.0919
H -4.23482 -0.40063 -5.19849  0.1000
H -2.33110 0.95216 -5.97918  0.1090
H -0.03980 1.76565 -5.69392  0.1050
H 2.01469 1.88054 -4.33134  0.0945
H 2.11027 0.84160 -2.13176  0.0739
O 0.27173 -4.24346 1.47515  0.0539
C 0.69742 -3.10647 1.35074  -0.6387
O 1.18152 -2.54347 0.30723  -0.1450
C 0.65138 -2.17287 2.55835  -0.1853
C 0.60418 -2.64559 3.85960  0.0118
C 0.57494 -1.72540 4.89384  -0.0506
C 0.56661 -0.37146 4.59342  -0.0569
C 0.57909 0.01468 3.26425  -0.1315
N 0.63336 -0.86723 2.26517  0.0436
H 0.58822 -3.71366 4.02177  0.1229
H 0.55145 -2.05765 5.92376  0.1090
H 0.53680 0.37789 5.37238  0.1046
H 0.53780 1.05876 2.97792  0.1069
N 9.10287 5.17883 1.45299  0.1663
C 8.04017 4.77125 1.29792  -0.1791
C 6.71184 4.26381 1.10321  -0.2260
C 5.90309 4.80553 0.10683  -0.0087
C 4.62508 4.31417 -0.08266  0.0069
C 4.15562 3.29480 0.73663  -0.1829
C 4.95450 2.75535 1.73721  0.0067
C 6.23965 3.23487 1.91421  -0.0083
N 2.84428 2.79662 0.54636  -0.0130
C 1.71270 3.53037 0.25593  -0.0241
C 0.70174 2.63171 0.13343  -0.0989
N 1.18164 1.36376 0.35410  -0.0118
C 2.46377 1.49453 0.59832  -0.1268
H 6.28262 5.59736 -0.52326  0.1260
H 4.00004 4.70334 -0.87451  0.1218
H 4.56726 1.97895 2.38281  0.1209
H 6.87312 2.82517 2.68798  0.1260
H 1.73473 4.60260 0.18177  0.1252
H -0.32930 2.81294 -0.11458  0.1071
H 3.15648 0.68957 0.78650  0.1524

Atoms 1-2, force components in eV/Å:
Ti 0.3 0.0 -0.4
C 0.0 0.0 0.0

## Properties
energy above the lowest of the compared OMol25 structures with the same formula, charge and spin = 3.1 kcal/mol
spin multiplicity = 3
E_HOMO (spin up / spin down) = -6.2 / -7.6 eV

***

Entry 6:
Density functional theory data (ωB97M-V with the def2-TZVPD basis set) for one molecule with the formula C4H4OS.

Last column: Löwdin charge in e.
Geometry (Å):
C 1.55131 -0.17216 0.22796  -0.0222
C 0.07093 -0.35655 0.39909  -0.4601
O -0.37032 -1.04375 1.27612  0.0780
C -0.86961 0.42356 -0.58316  -0.1009
C -2.13338 0.35157 -0.44566  -0.6603
S -3.69861 0.37564 -0.22803  0.7846
H 1.92805 0.28717 -0.66865  0.0639
H 1.65470 0.51652 1.07836  0.1047
H 2.04196 -1.18392 0.25238  0.1113
H -0.17503 0.80192 -1.30840  0.1008

Atoms 1-2, force components in eV/Å:
C -0.1 -0.8 0.2
C -1.8 0.0 -1.1

## Properties
energy above the lowest of the compared OMol25 structures with the same formula, charge and spin = 37.3 kcal/mol
spin multiplicity = 1
E_HOMO = -9.0 eV
SMILES = CC(=O)C=C=S

***

The calculation returns the following E values, one per record and in order: -745.278156 -9488.313234 -2152.792674 -764.236933 -3024.649951 -628.175523 a.u..
The calculation returns the following max |F| values, one per record and in order: 4.61 12.32 4.10 4.10 0.54 4.36 eV Å⁻¹.